ORCA calculation (the ωB97M-V functional and the def2-TZVPD basis) on a structure of composition C31H69BBrO7PSi2 at a distorted geometry.

Cartesian coordinates (Å):
C  -4.900924  2.976638  -5.042954
C  -4.730583  3.213139  -3.537616
C  -3.963872  2.079588  -2.864682
C  -2.560666  1.901619  -3.442515
C  -1.558247  1.293131  -2.441464
C  -0.157793  1.855679  -2.607847
C  0.498021  1.457564  -3.930954
C  0.487623  2.532137  -5.018205
C  0.807750  3.965901  -4.542595
C  -0.422024  4.889388  -4.597114
C  -0.612329  5.938500  -3.465167
C  0.616539  6.267046  -2.609411
C  0.845243  5.493136  -1.300604
C  -0.356061  5.341252  -0.376635
C  0.069201  4.904249  1.037235
C  -0.967593  4.103287  1.859508
C  -0.410069  2.794925  2.455822
C  -1.428801  1.665741  2.646928
C  -0.805177  0.269525  2.505697
C  -1.768165  -0.789418  1.963991
Si  -0.941775  -2.418377  1.547591
Br  0.756305  -1.978474  0.160248
O  -0.515232  -3.123050  2.989993
Si  0.931523  -3.876219  3.264969
C  2.440679  -2.744879  3.186071
O  2.034950  -1.374987  3.218370
C  3.106721  -0.471637  3.035718
C  3.186799  0.113642  1.642559
O  3.887336  -0.721268  0.733355
C  5.301104  -0.606268  0.782146
C  5.936621  -2.001796  0.811327
O  0.765913  -4.427620  4.818015
C  1.895710  -5.021955  5.463092
C  1.391085  -5.935519  6.555469
C  0.742220  -7.209300  5.986515
P  1.255505  -5.779599  2.116610
C  -0.396520  -6.561558  2.108846
O  1.514115  -5.431320  0.513890
B  -2.247842  -3.567054  0.519557
O  -3.161137  -4.389390  1.130865
O  -2.201375  -3.514292  -0.841788
C  -2.058633  -4.770770  -1.537170
C  -1.381768  -4.540740  -2.880041
H  -4.960484  1.904077  -5.221544
H  -4.033102  3.332810  -5.589668
H  -5.811861  3.421808  -5.426808
H  -4.183119  4.138088  -3.354892
H  -5.707426  3.323226  -3.070772
H  -4.531236  1.153903  -2.979555
H  -3.919858  2.281946  -1.796851
H  -2.194830  2.886103  -3.734723
H  -2.607319  1.243287  -4.306427
H  -1.522566  0.209446  -2.521170
H  -1.888770  1.547516  -1.435261
H  0.452989  1.471982  -1.788426
H  -0.212819  2.932080  -2.459713
H  -0.073233  0.612068  -4.319129
H  1.498768  1.065663  -3.770276
H  -0.450713  2.490481  -5.566440
H  1.251731  2.256040  -5.744582
H  1.233868  3.904318  -3.549172
H  1.558256  4.360206  -5.220836
H  -0.399812  5.417228  -5.547364
H  -1.316399  4.272050  -4.641389
H  -0.906534  6.865302  -3.954362
H  -1.469845  5.663039  -2.859697
H  1.500532  6.160221  -3.236062
H  0.568809  7.324026  -2.352338
H  1.312742  4.525781  -1.468070
H  1.589640  6.065320  -0.739971
H  -0.934244  6.263551  -0.327952
H  -1.040874  4.591253  -0.779024
H  1.013556  4.367207  0.967766
H  0.262912  5.819598  1.594174
H  -1.873208  3.918020  1.284680
H  -1.264595  4.753054  2.681455
H  0.417304  2.480070  1.819346
H  0.039072  3.019843  3.421852
H  -2.299090  1.785792  2.010987
H  -1.791929  1.755215  3.671867
H  -0.423429  -0.073888  3.463437
H  0.052198  0.348092  1.840114
H  -2.349661  -0.432143  1.118877
H  -2.483479  -1.021529  2.760158
H  3.136962  -2.928816  4.006116
H  2.967324  -2.927632  2.243366
H  4.067139  -0.944391  3.251079
H  2.976555  0.344467  3.747137
H  2.204232  0.301163  1.223764
H  3.704139  1.074833  1.719445
H  5.623599  -0.084382  -0.116763
H  5.603895  -0.054290  1.669131
H  5.141691  -2.739433  0.848282
H  6.559154  -2.131228  1.692142
H  6.538370  -2.191399  -0.070873
H  2.503708  -4.231515  5.907670
H  2.533568  -5.573584  4.770834
H  0.643494  -5.372890  7.109189
H  2.201255  -6.175616  7.238765
H  0.977944  -7.294489  4.926794
H  -0.337731  -7.195103  6.077622
H  1.127717  -8.101921  6.468950
H  -1.045696  -6.125788  1.356861
H  -0.271293  -7.623541  1.932291
H  -0.813396  -6.413636  3.102581
H  2.419464  -5.646950  0.296549
H  -3.412146  -4.035331  1.986837
H  -3.047441  -5.195686  -1.685552
H  -1.457039  -5.452473  -0.942706
H  -0.516889  -5.193764  -2.966340
H  -1.016742  -3.523353  -2.969436
H  -2.038155  -4.766000  -3.713597

Cartesian forces, eV/Å:
C 0.151 -0.246 0.423
C -0.003 -0.198 -0.187
C -0.206 0.002 -0.188
C 0.066 -0.365 0.718
C -0.208 0.528 -0.046
C 0.160 -0.518 0.320
C -0.549 0.001 -0.107
C 0.672 0.007 -0.181
C -0.524 -0.351 -0.471
C 0.000 0.117 0.402
C 0.214 -0.087 -0.446
C -0.123 -0.121 0.095
C 0.093 0.592 0.101
C -0.178 -0.659 -0.007
C -0.418 0.402 -0.019
C 0.347 0.191 0.276
C -0.144 0.333 -0.351
C 0.436 -0.009 0.770
C -0.264 0.240 -0.404
C 0.415 -0.175 0.626
Si -1.036 0.702 0.078
Br 0.036 -0.216 0.064
O 0.784 0.147 -0.591
Si -0.569 -0.024 0.610
C -0.214 0.500 -0.653
O 0.023 -0.278 0.186
C -0.137 0.257 -0.036
C 0.540 0.140 -0.142
O -0.339 -0.066 0.011
C -0.064 -0.585 -0.095
C -0.105 0.203 0.075
O 0.251 -0.262 -0.416
C -0.080 0.322 0.622
C -0.387 -0.220 -0.254
C 0.300 0.167 -0.065
P 0.709 -0.433 0.326
C 0.330 0.286 -0.028
O -0.455 0.249 -0.059
B -0.132 0.140 -0.171
O -0.229 0.182 -0.216
O 0.648 -0.499 0.085
C -0.380 0.405 -0.404
C 0.257 -0.259 0.009
H -0.121 -0.131 -0.119
H 0.002 0.137 -0.212
H 0.004 0.239 -0.166
H -0.035 0.208 -0.028
H -0.101 0.000 0.099
H -0.062 -0.113 0.061
H 0.151 0.026 0.207
H 0.027 -0.067 -0.144
H 0.038 0.258 -0.403
H -0.111 -0.205 0.060
H -0.104 -0.120 0.222
H 0.059 0.025 0.118
H 0.097 0.192 -0.115
H 0.089 -0.209 -0.053
H 0.245 0.230 0.078
H -0.214 0.194 0.021
H -0.006 -0.138 -0.165
H 0.171 0.162 0.142
H 0.286 0.194 0.163
H 0.020 0.048 -0.161
H -0.053 0.018 -0.021
H -0.110 0.117 -0.004
H -0.055 -0.120 0.325
H 0.185 0.052 -0.022
H -0.058 0.136 0.090
H -0.105 -0.276 -0.094
H 0.178 0.011 -0.005
H -0.001 0.177 -0.012
H -0.063 -0.097 -0.114
H 0.074 -0.185 0.030
H 0.401 0.074 0.040
H -0.008 -0.149 -0.235
H -0.323 -0.046 0.094
H -0.026 -0.291 -0.163
H 0.194 0.019 0.080
H -0.041 0.010 -0.403
H -0.374 -0.007 0.016
H 0.190 -0.007 0.099
H 0.112 -0.053 -0.108
H 0.011 0.110 -0.295
H -0.209 -0.104 -0.038
H 0.070 -0.251 0.129
H 0.143 -0.148 -0.040
H 0.087 -0.136 0.176
H -0.129 0.062 0.120
H -0.171 -0.087 0.035
H 0.010 0.168 -0.038
H 0.099 0.319 0.024
H 0.057 0.256 0.023
H -0.086 -0.137 -0.022
H 0.116 -0.076 0.068
H 0.098 -0.060 -0.096
H 0.045 0.143 -0.001
H -0.031 -0.074 -0.217
H 0.035 0.109 0.237
H 0.152 -0.029 0.038
H -0.004 -0.098 -0.132
H -0.154 -0.033 0.046
H -0.075 -0.140 0.114
H -0.212 0.048 0.002
H -0.092 -0.165 -0.076
H -0.205 -0.011 0.080
H 0.239 -0.097 -0.158
H 0.189 -0.376 0.368
H -0.111 -0.184 0.134
H -0.012 -0.084 0.199
H 0.115 -0.056 -0.090
H -0.071 0.173 0.069
H -0.143 0.106 -0.114

Calculated values
Charge: 0

---

ORCA calculation (the ωB97M-V functional and the def2-TZVPD basis) on a cluster of 2 separate species, C31H69BIN2O10P2 in total at a distorted geometry.

Cartesian coordinates (Å):
C  -1.329389  -9.314343  0.883408
C  -1.157854  -7.862853  1.693114
C  -2.150679  -7.842377  3.031422
C  -1.538072  -6.982862  4.289178
C  -1.764064  -5.340863  4.148476
C  -1.708585  -4.654089  5.666883
C  -0.445132  -3.569481  5.820283
C  -0.782602  -2.330241  4.804228
C  0.175179  -1.006639  4.972753
C  1.007198  -0.676028  3.557326
C  0.242048  0.431881  2.649410
B  -1.433351  0.518540  2.689441
O  -2.320313  -0.434122  1.949872
O  -2.178695  1.528947  3.515927
C  0.637389  1.827696  3.411335
C  2.085643  2.189804  2.639009
C  2.544401  3.509431  3.409396
I  2.762091  5.404887  2.393824
C  3.947304  3.352766  4.319978
C  3.937462  2.043592  5.304233
C  1.707098  1.991701  1.071214
C  0.872154  3.094812  0.219473
C  0.402058  2.635088  -1.306330
C  1.540348  2.860587  -2.461865
N  0.777104  3.148275  -3.771655
C  3.106852  1.641711  0.267393
C  4.064247  2.915406  -0.094481
C  5.421971  2.901057  0.882606
C  6.607696  1.900887  0.254671
O  7.085343  2.320844  -1.070239
C  7.510407  1.031923  -1.711006
N  0.753336  0.775985  1.229899
P  1.116718  -0.747722  0.396093
O  0.037042  -1.895376  0.746504
O  1.142801  -0.689713  -1.342499
O  2.665633  -1.480429  0.867852
H  -0.341398  -9.960800  0.934088
H  -1.572434  -9.144552  -0.272589
H  -2.220573  -9.961696  1.333481
H  -0.020660  -7.803517  1.983126
H  -1.453921  -7.014366  0.932581
H  -3.246842  -7.497689  2.712830
H  -2.249855  -8.972516  3.397030
H  -2.063760  -7.374739  5.278993
H  -0.375678  -7.192151  4.367028
H  -1.015158  -4.851987  3.392109
H  -2.848033  -5.226390  3.662554
H  -1.643674  -5.465497  6.524121
H  -2.746761  -4.075999  5.770418
H  0.540604  -4.156608  5.584902
H  -0.445271  -3.113018  6.919666
H  -0.665140  -2.720708  3.684013
H  -1.914854  -2.014314  4.906986
H  1.017567  -1.313457  5.761778
H  -0.350045  -0.065310  5.425301
H  1.178894  -1.728053  3.078969
H  2.081081  -0.319649  3.939633
H  -2.028308  -1.339538  2.322810
H  -2.954512  1.778405  2.898905
H  0.714439  1.764016  4.583283
H  0.042267  2.825231  3.150379
H  2.914297  1.343371  2.813964
H  1.737801  3.729270  4.268061
H  3.903473  4.300501  5.046866
H  4.917768  3.499329  3.685650
H  4.603695  1.188639  4.836756
H  2.838427  1.656089  5.394125
H  4.364465  2.262644  6.397200
H  1.382297  4.130798  0.049551
H  -0.143603  3.294588  0.815388
H  -0.120951  1.573206  -1.328148
H  -0.478808  3.397022  -1.577155
H  2.317791  3.721924  -2.205621
H  2.104317  1.829886  -2.672207
H  -0.189083  2.730781  -3.636327
H  1.193984  2.528956  -4.530041
H  3.787114  0.872244  0.872731
H  2.922732  1.107393  -0.784942
H  3.540141  3.954777  -0.148402
H  4.515917  2.745894  -1.188889
H  5.843747  3.971740  1.090138
H  5.065690  2.328120  1.864554
H  6.088225  0.834941  0.119285
H  7.489240  1.829648  1.029398
H  6.577009  0.345325  -1.985071
H  8.203535  1.192615  -2.640691
H  8.109785  0.408357  -0.889293
H  -0.200419  1.008210  0.813287
H  0.350258  -1.206020  -1.715416
H  3.034643  -1.014914  1.674459
O  -3.415382  1.319845  -4.977483
P  -3.872063  2.429925  -5.955440
O  -5.264952  1.615393  -6.369528
C  -6.144746  1.166837  -5.349314
C  -6.988785  2.300269  -4.805823
O  -2.881255  1.906630  -7.190224
C  -1.554485  1.508279  -6.859561
C  -1.460789  -0.008515  -6.831265
O  -4.382336  3.670277  -7.048164
C  -4.946741  3.346551  -8.317299
C  -6.420023  3.721026  -8.327211
H  -5.597053  0.678641  -4.538820
H  -6.795496  0.405435  -5.790643
H  -6.378794  3.175300  -4.565733
H  -7.530931  1.983175  -3.911690
H  -7.731110  2.613733  -5.548507
H  -1.243474  1.944389  -5.907042
H  -0.880244  1.905279  -7.625568
H  -2.291287  -0.467238  -6.282575
H  -0.520076  -0.331955  -6.375087
H  -1.506357  -0.410034  -7.850584
H  -4.821377  2.288863  -8.567926
H  -4.416759  3.922609  -9.079461
H  -6.891969  3.533058  -7.364728
H  -6.959234  3.168758  -9.101893
H  -6.536534  4.794357  -8.527156

Cartesian forces, eV/Å:
C -0.262 -0.160 -0.450
C -0.534 -0.983 -0.339
C 0.546 -0.633 -0.133
C -0.068 0.204 -0.375
C -0.745 -1.135 0.383
C -0.231 0.684 -0.482
C -1.735 0.061 0.098
C -0.125 0.115 -0.926
C 1.069 -0.767 0.249
C 0.548 -1.061 1.261
C -0.079 2.231 4.119
B -3.633 -1.189 0.658
O 2.996 0.842 2.859
O 1.200 -1.558 -4.268
C 1.915 1.161 -1.252
C -0.711 -0.776 1.409
C 0.706 -0.324 2.551
I -0.208 -0.442 0.109
C -0.516 1.184 1.036
C 0.371 -0.344 -0.343
C 2.214 1.735 -0.319
C -1.616 0.175 -0.273
C -0.473 1.067 0.307
C -0.292 -1.525 -0.460
N -0.018 -1.845 0.516
C 0.478 -0.964 -1.051
C 1.652 -0.111 -0.810
C -0.291 -1.011 -0.346
C -1.449 0.156 0.566
O -0.195 -2.758 0.797
C 0.491 -0.956 0.514
N -1.235 -0.797 -1.377
P -1.762 -9.637 -1.760
O 3.749 5.353 -0.954
O -0.438 0.390 3.131
O -2.719 3.545 -0.156
H -2.073 1.361 -0.010
H 0.553 -0.335 2.580
H 1.949 1.444 -0.940
H -2.329 0.242 -0.394
H 0.772 -1.514 1.721
H 2.423 -0.581 0.791
H 0.225 2.431 -0.772
H 1.130 0.995 -2.051
H -2.391 0.277 -0.067
H -1.237 -1.038 1.543
H 2.302 -0.013 1.197
H -0.117 1.609 -1.941
H 2.367 -1.128 0.135
H -1.716 1.465 0.395
H 0.188 -1.185 -2.289
H -0.227 0.798 2.308
H 2.213 -0.734 0.042
H -1.761 0.791 -1.736
H 0.773 -1.775 -1.013
H -0.562 2.114 0.516
H -2.296 -0.281 -1.188
H -0.457 1.611 -1.447
H 1.224 -0.763 1.791
H -0.114 -0.169 -2.547
H 0.641 -2.536 0.536
H -1.833 1.869 -0.141
H 1.691 -0.387 -2.218
H 0.110 -1.973 -1.736
H -1.927 -0.573 1.134
H -1.417 1.590 0.986
H 2.056 0.624 0.019
H -1.004 -0.332 -2.588
H -0.686 -2.194 0.847
H 2.143 -0.257 -1.083
H 1.345 2.002 -0.163
H 1.935 -1.563 0.649
H -1.863 -1.846 -0.498
H -0.803 2.289 0.966
H 1.450 0.721 -0.302
H -0.605 1.226 1.243
H -1.591 1.696 -1.102
H -0.104 1.048 2.356
H 0.907 -2.082 0.467
H -1.188 0.259 2.317
H -0.913 -2.093 -0.297
H 1.067 1.574 -1.768
H 1.111 2.089 0.524
H -1.617 0.070 -1.553
H 1.790 1.679 0.408
H -1.552 0.048 1.877
H -1.034 1.318 -1.894
H 1.539 0.019 -0.286
H 1.343 0.795 1.292
H -0.492 -0.662 -1.140
O 0.437 4.230 2.212
P -2.025 -6.511 -7.497
O -0.268 0.579 0.842
C -0.260 -0.404 0.250
C -0.402 0.082 -0.189
O 0.649 1.287 0.787
C 0.200 -0.575 -0.123
C -0.014 -0.301 -0.166
O 1.695 1.439 3.971
C -0.841 -0.810 -0.575
C -0.079 0.546 -0.154
H 0.100 0.080 -0.140
H 0.153 0.103 -0.114
H 0.020 -0.040 0.118
H 0.078 0.045 -0.021
H 0.142 0.024 0.158
H -0.048 -0.113 -0.017
H -0.198 0.042 0.009
H 0.189 0.280 0.056
H -0.042 0.001 -0.083
H 0.078 0.100 0.163
H 0.083 0.260 0.251
H 0.240 0.079 0.295
H 0.107 -0.219 -0.073
H 0.076 0.050 0.054
H -0.015 -0.220 0.020

Calculated values
Charge: +1

---

Listing E for the structures above in their given order: -143368.2516, -84057.8490 eV.
Listing LUMO energy for the structures above in their given order: 0.5, -3.9 eV.